This record from OMol25 describes a 11-piece molecular cluster, C36H101N7O15 overall at a distorted geometry. The level of theory is ωB97M-V with the def2-TZVPD basis set.

CARTESIAN COORDINATES (ANGSTROEM)
C1 1.59 3.41 -5.62
C2 1.22 2.15 -4.87
C3 2.33 1.16 -4.98
O1 2.83 0.86 -6.28
C4 1.97 -0.10 -6.88
N1 0.83 2.36 -3.45
H1 0.77 4.12 -5.45
H2 1.70 3.18 -6.65
H3 2.60 3.82 -5.37
H4 0.37 1.75 -5.43
H5 1.87 0.20 -4.51
H6 3.22 1.46 -4.41
H7 1.00 0.31 -7.15
H8 1.80 -0.93 -6.17
H9 2.47 -0.52 -7.74
H10 1.73 2.48 -3.03
H11 0.27 3.20 -3.35
C5 3.44 1.25 2.87
C6 2.66 2.03 3.96
C7 3.58 2.43 5.11
O2 2.85 3.20 6.06
C8 3.75 3.79 6.96
N2 2.05 3.21 3.38
H12 4.44 1.70 2.74
H13 2.85 1.11 1.98
H14 3.59 0.19 3.29
H15 1.84 1.39 4.37
H16 4.33 3.12 4.68
H17 4.03 1.59 5.63
H18 4.38 3.03 7.47
H19 3.17 4.36 7.67
H20 4.36 4.56 6.52
H21 1.64 3.78 4.12
H22 1.33 2.92 2.74
C9 -4.98 -1.07 0.62
C10 -4.31 -2.25 1.22
C11 -4.35 -2.11 2.74
O3 -3.86 -3.36 3.35
C12 -3.77 -3.04 4.74
N3 -4.95 -3.46 0.83
H23 -6.07 -1.13 0.64
H24 -4.79 -0.96 -0.47
H25 -4.68 -0.10 1.05
H26 -3.33 -2.14 0.80
H27 -5.33 -1.77 3.11
H28 -3.69 -1.26 3.10
H29 -4.75 -3.00 5.19
H30 -3.20 -2.13 4.89
H31 -3.24 -3.88 5.27
H32 -4.58 -4.28 1.28
H33 -5.93 -3.35 0.98
C13 -1.36 -1.86 -3.23
C14 -2.74 -1.85 -2.70
C15 -3.83 -1.50 -3.68
O4 -3.97 -2.55 -4.59
C16 -5.12 -2.57 -5.41
N4 -3.07 -3.11 -1.96
H34 -1.31 -2.71 -3.94
H35 -0.65 -1.94 -2.41
H36 -1.27 -0.93 -3.79
H37 -2.88 -1.08 -1.92
H38 -3.69 -0.59 -4.18
H39 -4.81 -1.46 -3.17
H40 -4.94 -3.45 -6.01
H41 -5.25 -1.73 -6.08
H42 -6.03 -2.73 -4.87
H43 -3.29 -3.86 -2.63
H44 -3.80 -3.08 -1.30
C17 -1.29 1.90 5.07
C18 -2.13 0.93 4.22
C19 -2.89 1.76 3.14
O5 -3.90 2.64 3.69
C20 -5.05 1.94 4.03
N5 -1.20 0.00 3.53
H45 -1.93 2.62 5.59
H46 -0.63 2.50 4.45
H47 -0.73 1.28 5.73
H48 -2.80 0.38 4.95
H49 -3.32 1.02 2.45
H50 -2.22 2.40 2.59
H51 -5.38 1.20 3.28
H52 -5.82 2.64 4.31
H53 -4.86 1.32 4.96
H54 -0.90 -0.64 4.25
H55 -1.66 -0.48 2.75
C21 4.61 -0.15 -2.10
C22 4.50 -1.62 -2.56
C23 3.54 -2.37 -1.60
O6 3.90 -2.08 -0.26
C24 3.08 -2.88 0.62
N6 4.06 -1.86 -3.90
H56 5.10 -0.11 -1.15
H57 3.61 0.32 -2.08
H58 5.33 0.39 -2.68
H59 5.50 -2.06 -2.42
H60 3.53 -3.43 -1.81
H61 2.52 -2.08 -1.77
H62 3.54 -2.79 1.65
H63 3.25 -3.90 0.37
H64 2.02 -2.68 0.41
H65 4.73 -2.11 -4.58
H66 3.50 -1.08 -4.21
C25 2.48 4.22 -0.46
C26 3.77 3.34 -0.39
C27 4.78 3.61 -1.46
O7 4.24 3.30 -2.79
C28 5.25 3.50 -3.77
N7 4.55 3.69 0.78
H67 2.77 5.23 -0.58
H68 1.88 4.12 0.48
H69 1.87 3.78 -1.24
H70 3.38 2.33 -0.35
H71 5.60 2.93 -1.32
H72 5.13 4.65 -1.25
H73 5.59 4.51 -3.83
H74 4.88 3.18 -4.77
H75 6.09 2.88 -3.54
H76 5.33 3.07 0.84
H77 3.96 3.51 1.60
C29 -0.25 -4.61 0.23
C30 -1.11 -5.33 1.25
O8 -2.36 -5.77 0.74
O9 -0.84 -3.41 -0.16
H78 0.03 -5.30 -0.58
H79 0.71 -4.35 0.68
H80 -1.37 -4.55 1.98
H81 -0.52 -6.07 1.85
H82 -2.13 -6.35 0.01
H83 -1.67 -3.52 -0.76
C31 1.02 -2.86 3.79
C32 0.20 -3.30 4.99
O10 -0.32 -2.22 5.73
O11 1.48 -4.13 3.20
H84 1.90 -2.34 4.07
H85 0.55 -2.32 3.01
H86 0.88 -3.92 5.59
H87 -0.61 -3.92 4.63
H88 0.36 -1.72 6.17
H89 2.46 -4.11 3.29
C33 -0.51 -0.11 -0.26
C34 -0.19 1.21 0.32
O12 0.50 1.18 1.55
O13 -1.49 -0.74 0.65
H90 0.43 -0.66 -0.43
H91 -0.87 -0.01 -1.25
H92 -1.16 1.75 0.46
H93 0.48 1.75 -0.43
H94 -0.06 0.75 2.25
H95 -1.30 -1.71 0.71
C35 -4.15 2.45 -3.52
C36 -2.70 2.44 -3.30
O14 -2.06 3.55 -4.00
O15 -4.40 2.04 -4.85
H96 -4.54 3.43 -3.30
H97 -4.60 1.74 -2.82
H98 -2.28 1.48 -3.59
H99 -2.50 2.61 -2.21
H100 -2.17 3.34 -4.97
H101 -5.10 2.57 -5.21

E: -80106.832 eV
structure (SMILES): COC[C@H](C)N.COC[C@H](C)N.COC[C@H](C)N.COC[C@H](C)N.COC[C@H](C)N.COC[C@H](C)N.COC[C@H](C)N.OCCO.OCCO.OCCO.OCCO
energy above the lowest of the compared OMol25 structures with the same formula, charge and spin: 48.21 kcal per mole
largest force on an atom: 3.191 eV Å⁻¹
HOMO-LUMO gap: 9.1 eV

Results of the Löwdin charge analysis, in e, for atoms 1 through 4: -0.044, -0.454, -0.245, -0.173